Computed, not measured: C31H46F36N9O27S12 as an isolated structure, with the ωB97M-V functional and the def2-TZVPD basis.

Calculated values
LUMO energy = -1.21 eV
Total energy = -329423.869 eV
HOMO-LUMO gap = 2.60 eV
Energy above the lowest of the compared OMol25 structures with the same formula, charge and spin = 209.2 kcal per mole

Structure (ORCA input):
```
! wB97M-V def2-TZVPD RIJCOSX def2/J DEFGRID3
* xyz -3 1
F 4.83 -2.37 -4.55
C -6.56 2.63 -0.77
C 3.68 3.16 1.28
O 5.38 -3.48 3.99
H -0.70 7.94 -0.30
O 6.54 -3.71 1.77
F 6.38 -0.71 2.68
O 1.98 -2.35 0.78
H 0.28 0.14 2.21
F -6.27 3.94 -1.05
C -4.68 6.56 1.36
O 2.01 -0.02 -5.88
C -0.94 -0.85 -0.31
F 3.99 1.96 0.85
H -2.23 -6.36 -1.97
H -0.95 7.78 2.06
F -2.25 -9.07 -2.21
N 0.28 0.07 0.07
H 0.87 0.34 -1.97
C 1.35 0.07 -1.03
C -2.19 4.80 -0.47
F -1.55 2.55 2.87
H -0.67 1.71 -1.02
F -7.39 2.52 0.25
H -1.31 4.17 -0.62
N 1.96 3.25 -0.80
H -4.14 5.65 1.61
O -4.83 -5.66 0.32
C 0.96 -0.25 1.46
S 2.51 -1.38 -5.63
H -5.25 9.48 0.69
O 0.83 -0.30 7.99
S 4.36 -5.41 1.71
S 5.34 -3.25 2.52
H -0.18 6.38 0.32
C -5.00 8.68 0.00
H 0.52 -3.86 -3.18
C -2.85 8.21 1.29
O -3.19 0.35 1.76
H 0.33 2.11 0.53
C -3.84 -3.71 -1.17
H -5.97 8.25 -0.26
H -1.55 -4.79 -3.31
F 2.65 -5.92 3.70
C -3.47 -8.98 -2.82
O -6.20 -5.11 -1.63
H 1.56 -0.95 -1.35
S -4.71 -7.74 -1.84
H 1.93 -1.71 2.74
O -4.84 -8.31 -0.51
N -3.42 6.88 -0.79
N -3.80 -6.46 -1.88
N 1.79 -5.49 -3.02
N -4.35 2.44 1.00
C 1.35 -1.70 1.82
H -1.29 1.37 0.57
F -2.92 2.56 4.52
O 2.99 -2.11 -6.78
O 5.39 -5.94 2.63
F -3.47 -3.60 -2.46
F 3.06 4.51 9.39
C -2.80 2.78 3.23
O 4.13 4.50 -0.94
S 3.56 1.82 9.55
C 2.72 -6.13 2.39
F -4.52 -2.63 -0.82
O 1.80 5.29 -2.59
C 3.10 -0.46 6.44
F 3.87 0.53 6.09
O 0.28 3.41 -2.83
F 4.84 3.94 8.30
N 2.61 1.66 8.35
O 0.13 -1.72 -7.17
F 3.70 -1.14 -3.16
F -2.81 -3.84 -0.29
C -1.05 6.97 0.05
F -3.96 -10.20 -2.84
S -4.87 -5.36 -1.08
S -4.02 1.51 2.14
H -4.68 9.17 -0.92
O 2.78 1.63 10.78
S -4.96 1.52 -0.32
H 1.09 -7.54 -2.61
O 4.35 -5.73 0.29
N 1.53 -2.19 -4.79
F 2.16 2.92 -4.77
C -3.98 7.57 0.52
H -1.76 5.77 -3.03
O -4.02 1.47 -1.46
C -0.37 1.46 0.00
H -1.42 -0.46 -1.21
C 1.93 -6.90 -2.35
O -5.92 -7.69 -2.67
F 4.72 -0.17 -4.84
H 2.80 -7.36 -2.81
H -0.58 -1.85 -0.57
F 1.63 -5.51 1.83
H -1.71 -0.74 0.45
O -0.25 -3.84 -5.95
F -0.91 -0.25 -4.50
N 4.03 -3.74 1.92
O 2.33 5.42 0.45
O 2.85 -0.89 9.17
H -1.93 6.29 1.96
H 2.93 -3.63 -2.99
S 2.94 4.26 -0.18
O -5.52 0.24 0.10
H -1.69 7.47 -2.55
F 4.91 4.04 10.46
C -1.43 6.46 -2.25
F -3.18 4.06 2.98
C -1.20 -1.54 -4.77
H 2.92 -4.44 -1.46
C 1.97 -5.71 -4.59
H -3.03 8.61 2.28
S 1.61 3.88 -2.40
H 0.48 -2.23 2.19
C 4.10 3.72 9.42
H -2.99 4.37 -1.07
H 3.97 -5.04 -2.79
C 5.26 -1.30 2.31
F -2.39 -1.65 -5.38
C 4.06 -1.25 -4.44
F 4.72 3.76 1.82
F -3.32 -8.56 -4.09
O -1.28 -6.28 -1.84
F 5.22 -0.96 0.96
O 4.80 1.10 9.41
H -2.61 9.13 0.76
S 2.26 -0.01 8.16
C -1.69 7.23 1.47
F -1.27 -2.06 -3.54
F 3.81 3.80 -3.90
H 2.96 -6.14 -4.76
F 3.98 -1.47 6.65
F -7.12 2.04 -1.87
C -2.06 6.24 -0.86
H -4.93 7.06 2.30
H 1.09 -6.17 -5.03
H -5.57 6.16 0.87
C 3.00 -4.61 -2.53
H 1.84 0.39 1.57
H -0.35 6.32 -2.28
H 0.45 -4.37 -1.53
F 2.68 -7.45 2.10
H 2.19 0.74 -0.85
C 0.43 -4.74 -2.56
S 0.16 -2.43 -5.84
O -4.36 6.54 -1.78
F 2.80 2.96 2.29
H 2.14 -4.75 -5.07
F 2.16 -0.80 5.55
H 2.04 -6.68 -1.29
H -2.51 4.60 0.56
H 2.68 -2.84 1.20
C 2.77 3.05 -3.60
O -5.19 1.19 3.01
H -0.66 -6.06 -3.82
F 3.15 1.90 -3.14
C -0.84 -5.51 -2.90
F 4.21 -0.83 2.97
*
```

Computed, not measured: C18H19CrNO2S as an isolated structure, with the ωB97M-V functional and the def2-TZVPD basis.

Calculated values
LUMO energy (alpha / beta) = -0.25 / -0.41 eV
Total energy = -63818.451 eV
<S²> = 6.014
HOMO-LUMO gap (alpha / beta) = 7.47 / 7.51 eV

Structure (ORCA input):
```
! wB97M-V def2-TZVPD RIJCOSX def2/J DEFGRID3
* xyz 0 5
O 1.37 1.93 -0.83
H 3.84 4.87 1.41
H -1.26 -0.01 2.82
C 1.60 2.74 2.74
C 0.37 0.85 -4.43
H -1.11 -2.57 2.62
H -4.02 -0.14 -0.47
H -2.86 -1.90 0.97
C -1.36 -1.43 -2.02
C -0.48 0.72 2.99
H 1.88 -2.07 -2.58
H -4.42 -1.46 -1.56
S 0.40 0.91 -6.03
C 0.14 1.07 1.66
C 0.10 -2.58 -0.50
H -1.02 -4.17 1.89
C 2.68 3.49 0.29
C 3.09 4.09 1.45
N 0.34 0.78 -3.26
H 2.88 4.20 3.60
C 2.54 3.72 2.69
H 0.62 -1.75 -3.78
H 1.05 -3.06 -0.29
H 0.27 0.30 3.66
C 0.86 -2.32 -2.89
C -0.13 -2.07 -1.78
C 1.14 2.08 1.56
C -0.62 -3.15 1.84
C -2.35 -1.36 -1.04
C -2.10 -1.95 0.20
H -1.55 -1.04 -3.01
C -0.87 -2.55 0.49
H 3.08 3.77 -0.67
O -0.29 0.41 0.68
H 1.18 2.45 3.69
Cr 0.18 0.48 -1.28
H -3.59 -0.04 -2.18
C 1.70 2.46 0.30
C -3.67 -0.71 -1.33
H -0.90 1.60 3.47
H 0.85 -3.38 -3.14
H 0.44 -3.20 2.05
*
```

Computed, not measured: one molecule with the formula C3H4N4O, with the ωB97M-V functional and the def2-TZVPD basis.

Calculated values
LUMO energy (alpha / beta) = 0.69 / -2.66 eV
Total energy = -11174.844 eV
<S²> = 2.023
HOMO-LUMO gap (alpha / beta) = 6.46 / 7.73 eV
Energy above the lowest of the compared OMol25 structures with the same formula, charge and spin = 82.2 kcal per mole

Structure (ORCA input):
```
! wB97M-V def2-TZVPD RIJCOSX def2/J DEFGRID3
* xyz 0 3
C 1.58 -0.02 -0.10
H -1.31 -1.33 -0.88
N 0.25 0.10 -0.48
O 3.69 0.58 -0.03
N -0.82 0.31 0.44
N 3.58 -0.73 0.23
C -0.71 -0.97 -0.18
H -0.39 -1.82 0.39
H 2.18 2.12 -0.51
C 2.43 1.04 -0.29
H -1.65 0.90 -0.02
N 2.37 -1.06 0.17
*
```